Computed, not measured: 6 unconnected molecules or ions with the total composition C25H51BFN4O11S, with ωB97M-V with the def2-TZVPD basis set.

Geometry as XYZ:
```
94
Properties=species:S:1:pos:R:3:mulliken_charge:R:1
C 2.08 3.47 -1.90 -0.934
B 0.67 3.26 -1.27 -0.097
O 0.48 3.09 0.06 -0.272
N -0.55 3.14 -2.17 0.579
C -1.63 3.89 -2.47 0.536
N -1.96 5.05 -1.93 0.061
C -1.30 5.73 -0.83 -0.667
C -1.80 5.27 0.54 0.386
F -1.81 6.37 1.39 -0.372
N -2.36 3.32 -3.45 -0.566
C -1.75 2.20 -3.73 -0.167
N -0.64 2.03 -3.01 -0.344
S 0.42 0.71 -3.07 -0.105
H 2.05 3.66 -2.97 0.356
H 2.64 2.55 -1.77 0.320
H 2.63 4.26 -1.39 0.409
H 1.01 3.73 0.55 0.305
H -2.77 5.52 -2.33 0.042
H -1.57 6.78 -0.90 0.496
H -0.21 5.69 -0.93 0.304
H -2.83 4.93 0.43 0.264
H -1.18 4.50 0.99 -0.257
H -2.06 1.47 -4.46 0.501
H 0.22 0.15 -1.86 0.214
O -0.27 -1.97 -0.91 -0.522
C -0.97 -2.75 -1.50 0.785
O -1.03 -2.64 -2.85 -0.415
C -1.71 -3.59 -3.68 -0.408
C -3.19 -3.31 -3.79 -0.960
C -1.82 -3.76 -0.79 -0.850
H -1.50 -4.60 -3.33 0.379
H -1.23 -3.48 -4.65 0.348
H -3.69 -3.39 -2.82 0.275
H -3.66 -4.01 -4.47 0.372
H -3.36 -2.30 -4.16 0.264
H -2.74 -3.27 -0.47 0.286
H -1.28 -4.11 0.07 0.104
H -2.08 -4.63 -1.39 0.360
O -0.09 -6.18 0.40 -0.550
C 0.78 -5.86 1.16 0.900
O 1.20 -4.59 1.14 -0.354
C 2.12 -4.05 2.10 -0.625
C 3.56 -4.31 1.72 -0.839
C 1.44 -6.86 2.08 -1.169
H 1.88 -4.40 3.10 0.374
H 1.91 -2.98 2.09 0.368
H 3.78 -5.37 1.71 0.204
H 4.23 -3.83 2.43 0.404
H 3.78 -3.91 0.73 0.342
H 2.22 -7.38 1.52 0.287
H 0.69 -7.58 2.39 0.331
H 1.89 -6.43 2.97 0.354
O 6.25 -3.82 0.39 -0.559
C 7.22 -4.52 0.34 0.771
O 7.28 -5.47 -0.62 -0.366
C 8.45 -6.26 -0.86 -0.416
C 8.52 -7.47 0.05 -0.954
C 8.33 -4.41 1.36 -1.010
H 9.34 -5.64 -0.80 0.375
H 8.35 -6.58 -1.90 0.310
H 8.60 -7.18 1.10 0.275
H 9.38 -8.08 -0.21 0.352
H 7.62 -8.07 -0.06 0.298
H 8.04 -4.98 2.24 0.251
H 8.43 -3.37 1.64 0.326
H 9.30 -4.77 1.01 0.343
O -4.27 6.35 -3.15 -0.726
C -5.21 6.42 -2.40 0.793
O -5.50 7.60 -1.85 -0.336
C -6.68 7.84 -1.06 -0.418
C -6.48 7.45 0.38 -0.931
C -6.01 5.19 -2.03 -0.944
H -7.54 7.35 -1.52 0.357
H -6.84 8.91 -1.15 0.330
H -6.30 6.38 0.49 0.260
H -7.37 7.70 0.96 0.367
H -5.63 7.98 0.80 0.293
H -5.49 4.67 -1.23 0.196
H -6.05 4.54 -2.90 0.344
H -7.03 5.40 -1.71 0.377
O -1.09 -0.81 5.99 -0.544
C -1.21 0.19 5.35 0.701
O -1.91 0.12 4.19 -0.376
C -2.24 1.27 3.41 -0.770
C -1.11 1.65 2.47 -0.185
C -0.56 1.49 5.75 -0.869
H -2.54 2.10 4.05 0.401
H -3.11 0.97 2.84 0.357
H -0.21 1.94 3.02 0.225
H -1.41 2.49 1.84 -0.069
H -0.85 0.81 1.83 0.290
H 0.48 1.47 5.42 0.231
H -0.57 1.54 6.84 0.313
H -1.04 2.38 5.36 0.306
```

Calculated values
Highest occupied orbital energy = -11.594 eV
Net charge = +1
Kohn-Sham gap = 8.9 eV

***

Computed, not measured: 2 unconnected molecules or ions with the total composition C22H24N5O8, with ωB97M-V with the def2-TZVPD basis set.

Geometry as XYZ:
```
59
Properties=species:S:1:pos:R:3:mulliken_charge:R:1
O -3.68 2.99 -4.53 -0.566
O -1.93 -2.51 3.48 -0.655
O 1.72 -6.95 3.20 -0.647
O 0.03 9.37 -2.12 -0.576
O 1.83 9.68 -3.31 -0.573
O -4.10 4.59 -2.99 -0.439
O 0.06 0.24 -2.48 -0.668
O 0.37 4.62 -0.50 -0.508
C -3.37 3.58 -3.51 0.353
C -1.60 -3.65 3.19 0.699
C 1.06 -5.99 3.56 -0.074
C 0.76 -2.66 -0.04 -0.515
C 0.51 -3.98 0.23 0.362
C -0.95 -3.32 -1.30 -0.256
C 3.24 5.91 -2.39 -0.707
C 2.42 5.05 -1.66 -0.187
C 0.19 2.40 -1.43 -0.208
C -1.60 1.88 -2.96 -0.389
C -1.47 4.07 -1.95 -0.691
C 2.81 7.20 -2.69 -0.266
C 0.74 6.77 -1.52 0.068
C -0.45 1.49 -2.27 0.448
C -0.30 3.70 -1.28 0.151
C 1.16 5.47 -1.23 0.242
C -2.14 3.17 -2.80 0.096
C 1.55 7.67 -2.27 -0.431
N -0.16 -2.26 -0.99 0.183
N 0.95 -5.63 4.84 -0.167
N -0.31 -3.92 3.00 -0.046
N 1.11 8.98 -2.58 0.958
N -0.55 -4.38 -0.56 0.039
C -2.65 -4.73 3.02 -1.051
C 1.58 -6.33 5.96 -0.906
C 1.20 -4.82 1.29 -1.155
C 0.31 -5.17 2.49 0.410
H -4.85 4.70 -3.60 0.356
H 0.20 0.14 -3.44 0.299
H 1.51 -2.04 0.43 0.419
H -1.77 -3.31 -2.01 0.425
H 4.22 5.58 -2.73 0.387
H 2.77 4.05 -1.42 0.335
H 1.10 2.11 -0.90 0.529
H -2.10 1.18 -3.62 0.476
H -1.86 5.07 -1.81 0.461
H 3.48 7.85 -3.26 0.449
H -0.23 7.08 -1.16 0.558
H -0.23 -1.31 -1.38 0.172
H 0.37 -4.83 5.06 0.269
H 0.30 -3.14 3.17 0.256
H -0.95 -5.31 -0.58 0.279
H -3.62 -4.31 3.27 0.327
H -2.66 -5.09 2.00 0.236
H -2.44 -5.55 3.71 0.346
H 2.65 -6.45 5.77 0.293
H 1.14 -7.32 6.08 0.298
H 1.44 -5.77 6.89 0.360
H 1.55 -5.75 0.82 0.387
H 2.09 -4.29 1.64 0.468
H -0.48 -5.83 2.13 0.285
```

Calculated values
Highest occupied orbital energy = -11.689 eV
Relative energy (zero: lowest compared OMol25 entry of this formula, charge and spin) = 0.740 eV
Net charge = +1
Kohn-Sham gap = 8.6 eV

***

Computed, not measured: 2 unconnected molecules or ions with the total composition CH3ClN2O2, with ωB97M-V with the def2-TZVPD basis set.

Geometry as XYZ:
```
9
Properties=species:S:1:pos:R:3:mulliken_charge:R:1
C -0.02 -0.15 -0.35 -0.535
N -1.82 -0.10 0.51 -0.321
N -2.51 1.01 0.09 1.081
O -1.82 2.02 -0.06 -0.577
O -3.71 0.88 -0.06 -0.571
Cl -2.63 -1.52 -0.12 -0.045
H 0.43 0.13 0.54 0.334
H -0.16 -0.99 -0.95 0.354
H -0.22 0.68 -1.05 0.281
```

Calculated values
Highest occupied orbital energy = -10.388 eV
Relative energy (zero: lowest compared OMol25 entry of this formula, charge and spin) = 4.431 eV
Kohn-Sham gap = 9.6 eV

***

Computed, not measured: a molecular structure, C27H42FGeIrN4OS, with ωB97M-V with the def2-TZVPD basis set.

Geometry as XYZ:
```
78
Properties=species:S:1:pos:R:3:mulliken_charge:R:1
Ir -1.16 -0.56 -0.42 2.150
O -2.51 -1.01 -1.68 -0.549
N -3.85 -0.61 -1.33 0.117
C -4.52 -0.24 -2.38 -0.105
C -5.79 0.32 -2.23 -0.796
C -6.42 0.27 -0.98 -0.231
C -5.68 -0.18 0.14 -0.786
C -4.29 -0.49 -0.03 0.844
S -3.04 -0.65 1.13 -0.517
H -4.04 -0.33 -3.34 0.479
H -6.28 0.82 -3.09 0.398
H -7.45 0.55 -0.92 0.447
H -6.05 -0.25 1.20 0.396
F 1.75 -4.65 -4.98 -0.241
C 1.29 -3.54 -4.34 0.308
C 2.15 -2.84 -3.54 -0.734
C 1.66 -1.64 -2.99 -0.258
C 0.31 -1.27 -3.04 0.596
C -0.16 -0.11 -2.31 -2.253
C -0.60 -2.12 -3.70 -0.275
C -0.08 -3.27 -4.33 -0.732
H 3.16 -3.20 -3.38 0.527
H 2.30 -0.95 -2.49 0.522
H -1.05 0.29 -2.82 0.641
H 0.61 0.60 -2.13 0.939
H -1.63 -1.82 -3.78 0.458
H -0.72 -3.82 -5.01 0.475
C 4.13 3.47 2.21 -1.233
C 3.27 3.12 1.02 0.574
C 3.02 1.61 0.82 -1.005
C 1.94 1.39 -0.19 -0.536
Ge 0.05 1.45 0.32 0.290
C -0.77 2.95 -0.79 -0.954
C -0.23 4.42 -0.96 -0.464
C -0.63 5.24 0.33 -0.409
C 0.34 6.30 0.89 -1.180
H 4.07 2.56 2.86 0.290
H 3.65 4.29 2.76 0.329
H 5.13 3.74 1.99 0.345
H 3.71 3.50 0.03 0.299
H 2.31 3.67 1.04 -0.444
H 2.80 1.18 1.78 0.161
H 3.92 1.08 0.52 0.394
H 2.02 0.38 -0.62 -0.207
H 2.02 2.06 -0.99 0.989
H -0.23 1.65 1.82 -0.110
H -1.67 3.14 -0.11 0.392
H -1.10 2.40 -1.69 0.325
H -0.78 4.92 -1.74 0.432
H 0.85 4.45 -1.16 0.272
H -0.87 4.48 1.14 0.191
H -1.65 5.65 0.14 0.446
H 1.29 5.93 1.32 0.189
H -0.21 6.80 1.68 0.378
H 0.55 7.02 0.10 0.336
C 1.98 -1.87 3.90 -0.506
C 0.69 -1.04 3.87 -0.743
N 0.15 -1.19 2.53 0.313
C 0.32 -2.19 1.65 0.471
N -0.37 -2.20 0.48 -0.893
C -0.65 -3.47 -0.16 -0.365
C -0.23 -4.70 0.62 -0.875
C 1.15 -4.49 1.24 -0.782
N 1.09 -3.26 2.03 0.149
C 1.67 -3.25 3.34 -0.773
H 2.38 -2.09 4.94 0.342
H 2.75 -1.30 3.33 0.244
H 0.90 -0.01 4.03 0.402
H -0.08 -1.28 4.58 0.420
H -0.74 -0.64 2.35 -0.033
H -0.03 -3.61 -1.08 0.004
H -1.68 -3.54 -0.44 0.318
H -0.14 -5.57 -0.05 0.464
H -0.99 -5.01 1.33 0.311
H 1.93 -4.35 0.52 0.277
H 1.43 -5.33 1.87 0.550
H 2.58 -3.93 3.30 0.496
H 1.06 -3.88 4.08 0.302
```

Calculated values
Highest occupied orbital energy (alpha / beta) = -13.135 / -13.914 eV
Relative energy (zero: lowest compared OMol25 entry of this formula, charge and spin) = 0.000 eV
Net charge = +2
2S+1 = 5
Kohn-Sham gap (alpha / beta) = 7.4 / 4.4 eV